Version 1
This record from the OMol25 dataset describes a molecular structure, C25H24F3IrN11O8S4. The level of theory is ωB97M-V/def2-TZVPD.

The geometry in ORCA input format:
```
! wB97M-V def2-TZVPD RIJCOSX def2/J DEFGRID3
* xyz 2 6
Ir -6.364 -9.090 -11.046
N -5.974 -10.281 -12.750
N -4.592 -10.501 -12.795
C -3.841 -10.549 -11.657
N -2.535 -10.781 -11.696
N -4.706 -10.184 -10.563
N -4.287 -10.458 -9.214
O -5.153 -10.308 -8.374
O -3.094 -10.726 -8.938
H -6.477 -11.206 -12.676
H -6.252 -9.784 -13.623
H -4.170 -10.261 -13.777
H -2.104 -10.313 -12.533
H -2.013 -11.033 -10.818
C -9.454 -6.762 -14.135
N -8.747 -6.161 -13.055
C -8.195 -4.889 -13.114
C -7.304 -4.731 -12.115
N -7.313 -5.954 -11.358
C -8.160 -6.841 -12.051
S -8.589 -8.383 -11.500
C -6.426 -6.406 -10.295
C -5.562 -5.570 -9.619
C -5.245 -5.853 -8.319
C -5.615 -7.100 -7.732
C -6.388 -7.936 -8.484
N -6.650 -7.654 -9.803
H -10.018 -5.955 -14.592
H -10.153 -7.456 -13.667
H -8.791 -7.230 -14.853
H -8.494 -4.189 -13.862
H -6.779 -3.882 -11.822
H -5.277 -4.677 -10.127
H -4.646 -5.179 -7.752
H -5.364 -7.399 -6.728
H -6.779 -8.861 -8.094
N -12.201 -11.353 -11.267
C -11.235 -11.926 -10.565
N -10.269 -12.646 -11.112
C -9.202 -12.833 -10.233
C -8.001 -13.546 -10.486
C -7.065 -13.517 -9.491
C -7.360 -12.846 -8.254
C -8.489 -12.081 -8.027
C -9.428 -12.118 -9.023
S -10.988 -11.405 -8.891
H -12.040 -11.280 -12.308
H -12.754 -10.586 -10.919
H -7.914 -14.103 -11.412
H -6.138 -14.065 -9.528
H -6.628 -12.893 -7.477
H -8.567 -11.340 -7.245
O -12.819 -7.596 -13.813
S -13.642 -8.699 -13.428
O -14.104 -8.685 -12.026
N -12.869 -10.078 -13.704
C -13.468 -10.867 -14.607
O -13.016 -11.894 -15.074
C -14.738 -10.273 -15.147
C -15.618 -10.852 -16.064
C -16.673 -10.040 -16.414
C -16.785 -8.700 -15.952
C -15.929 -8.176 -15.009
C -14.965 -9.018 -14.531
H -15.410 -11.826 -16.469
H -17.415 -10.286 -17.146
H -17.645 -8.126 -16.336
H -16.049 -7.155 -14.554
F -4.455 -7.302 -13.702
C -3.557 -7.254 -14.761
F -4.275 -7.150 -15.894
F -2.888 -6.120 -14.543
S -2.502 -8.921 -14.845
O -1.454 -8.912 -15.821
O -3.541 -9.970 -15.198
O -2.007 -8.949 -13.462
*
```

Its highest occupied orbital energy (alpha / beta) is -0.39540 / -0.51388 Ha. As for the lowest unoccupied orbital energy (alpha / beta): -6.326 / -8.696 eV. The value obtained for the orbital gap (alpha / beta) is 4.43 / 5.29 eV. The value obtained for the molar mass is 984.0 g/mol.

Version 2
This record from the OMol25 dataset describes a molecular structure, C25H24F3IrN11O8S4. The level of theory is ωB97M-V/def2-TZVPD.

The geometry in ORCA input format:
```
! wB97M-V def2-TZVPD RIJCOSX def2/J DEFGRID3
* xyz 2 6
Ir 0.505 1.003 0.684
N 0.735 0.584 2.678
N 1.507 1.429 3.400
C 1.911 2.578 2.840
N 2.753 3.304 3.559
N 1.446 2.781 1.581
N 1.592 4.080 0.944
O 2.161 5.022 1.559
O 1.105 4.161 -0.172
H -0.148 0.273 3.021
H 1.347 -0.291 2.574
H 1.975 1.130 4.273
H 2.844 3.074 4.548
H 2.641 4.314 3.404
C -1.900 5.172 -0.548
N -1.537 4.089 -1.416
C -1.395 4.109 -2.833
C -0.950 2.929 -3.231
N -0.941 2.058 -2.126
C -1.289 2.817 -1.027
S -1.513 2.273 0.585
C -0.504 0.778 -2.047
C -0.173 0.073 -3.180
C 0.057 -1.295 -3.127
C -0.002 -2.056 -1.975
C -0.439 -1.327 -0.753
N -0.272 0.176 -0.852
H -2.886 4.917 -0.119
H -1.925 6.074 -1.145
H -1.214 5.401 0.237
H -1.556 5.011 -3.455
H -0.834 2.661 -4.258
H -0.049 0.633 -4.130
H 0.292 -1.838 -4.042
H 0.297 -3.096 -1.976
H 0.026 -1.646 0.199
N 2.356 -1.382 2.252
C 3.050 -0.775 1.138
N 2.593 0.239 0.501
C 3.540 0.646 -0.565
C 3.408 1.739 -1.414
C 4.537 1.965 -2.272
C 5.642 1.099 -2.232
C 5.778 0.012 -1.355
C 4.725 -0.209 -0.469
S 4.644 -1.521 0.600
H 1.577 -2.099 1.906
H 2.983 -1.838 2.928
H 2.459 2.286 -1.641
H 4.596 2.907 -2.783
H 6.434 1.319 -2.871
H 6.609 -0.649 -1.479
O -2.937 -2.553 -2.583
S -3.141 -1.518 -1.566
O -3.487 -0.175 -1.961
N -1.871 -1.673 -0.411
C -2.346 -1.524 0.903
O -1.716 -1.094 1.859
C -3.741 -2.046 1.035
C -4.302 -2.879 2.016
C -5.491 -3.569 1.772
C -6.278 -3.199 0.670
C -5.590 -2.590 -0.371
C -4.331 -2.024 -0.222
H -3.758 -2.914 2.933
H -5.872 -4.112 2.638
H -7.361 -3.426 0.485
H -6.109 -2.304 -1.298
F 1.115 -5.309 -0.329
C -0.095 -5.219 0.259
F -0.554 -6.411 0.602
F -0.898 -4.628 -0.682
S 0.006 -4.127 1.925
O -1.364 -4.121 2.447
O 0.982 -4.746 2.757
O 0.542 -2.933 1.203
*
```

Its highest occupied orbital energy (alpha / beta) is -0.40295 / -0.48939 Ha. As for the lowest unoccupied orbital energy (alpha / beta): -6.157 / -10.848 eV. The value obtained for the orbital gap (alpha / beta) is 4.81 / 2.47 eV. The value obtained for the molar mass is 984.0 g/mol.

version 2 is favored, and the nearest alternative lies 52.5 kJ/mol above it.

Version 1
This record from the OMol25 dataset describes 9 unconnected molecules or ions with the total composition BH20O8. The level of theory is ωB97M-V/def2-TZVPD.

The geometry in ORCA input format:
```
! wB97M-V def2-TZVPD RIJCOSX def2/J DEFGRID3
* xyz -1 1
B 1.020 0.450 -1.168
H 1.631 -0.525 -1.586
H 0.529 0.981 -2.195
H 0.131 0.083 -0.395
H 1.817 1.235 -0.656
O 0.980 -2.802 0.003
H 1.663 -3.318 -0.452
H 0.928 -1.982 -0.463
O -1.375 -2.608 1.261
H -1.304 -1.666 1.188
H -0.462 -2.880 1.069
O -0.747 2.538 0.766
H -0.115 2.248 0.111
H -1.591 2.285 0.348
O -0.305 -1.370 -3.867
H -0.954 -0.829 -4.239
H 0.279 -0.719 -3.359
O -2.246 1.583 -2.018
H -1.321 1.329 -2.079
H -2.497 0.818 -1.460
O 2.819 0.723 2.119
H 2.750 0.897 1.220
H 3.092 -0.208 2.205
O -2.074 -0.011 1.894
H -1.226 0.313 2.161
H -2.415 -0.705 2.512
O 0.206 1.307 2.713
H 1.000 0.979 2.326
H -0.212 1.856 2.041
*
```

Its highest occupied orbital energy is -0.25608 Ha. As for the lowest unoccupied orbital energy: 3.061 eV. The value obtained for the orbital gap is 10.03 eV. The value obtained for the molar mass is 159.0 g/mol.

Version 2
This record from the OMol25 dataset describes 9 unconnected molecules or ions with the total composition BH20O8. The level of theory is ωB97M-V/def2-TZVPD.

The geometry in ORCA input format:
```
! wB97M-V def2-TZVPD RIJCOSX def2/J DEFGRID3
* xyz -1 1
B 0.088 0.048 0.343
H 0.145 -0.642 -0.572
H 0.969 -0.254 1.005
H 0.190 1.130 -0.025
H -0.902 -0.154 0.886
O 2.697 0.103 -0.752
H 2.682 -0.617 -1.390
H 1.772 0.139 -0.406
O -1.694 2.808 -0.399
H -0.976 2.162 -0.465
H -2.496 2.283 -0.484
O 0.838 -3.440 -1.754
H 0.133 -3.541 -1.103
H 0.376 -3.283 -2.583
O 2.087 2.007 1.712
H 2.055 1.715 2.627
H 1.740 1.249 1.204
O 0.361 0.328 -3.100
H -0.023 0.121 -2.237
H 0.785 1.181 -2.974
O -1.582 1.457 2.825
H -1.522 2.414 2.890
H -1.112 1.243 2.003
O -2.646 -0.789 -0.951
H -3.496 -0.504 -0.604
H -1.990 -0.427 -0.327
O 0.223 -2.461 1.721
H 1.093 -2.762 1.444
H 0.202 -1.514 1.462
*
```

Its highest occupied orbital energy is -0.26872 Ha. As for the lowest unoccupied orbital energy: 3.040 eV. The value obtained for the orbital gap is 10.35 eV. The value obtained for the molar mass is 159.0 g/mol.

version 1 is favored, and the nearest alternative lies 72.5 kJ/mol above it.

Version 1
This record from the OMol25 dataset describes a single C20H31N5O4 molecule. The level of theory is ωB97M-V/def2-TZVPD.

The geometry in ORCA input format:
```
! wB97M-V def2-TZVPD RIJCOSX def2/J DEFGRID3
* xyz 0 1
C -1.977 -4.014 -6.618
C -2.190 -2.885 -5.618
C -2.613 -1.613 -6.349
C -0.957 -2.635 -4.731
N 0.328 -2.715 -5.389
N 0.931 -3.952 -5.640
C 2.013 -3.685 -6.469
C 2.941 -4.797 -6.839
C 4.070 -4.274 -7.711
O 5.191 -4.067 -7.283
N 3.714 -4.012 -8.982
C 2.490 -4.187 -9.765
C 3.230 -3.534 -10.965
C 2.645 -2.227 -11.478
N 1.574 -2.409 -12.452
C 1.991 -2.482 -13.839
C 0.296 -2.500 -12.008
O 0.057 -2.514 -10.803
C -0.792 -2.580 -13.063
C -2.265 -2.473 -12.664
O -3.074 -2.206 -13.536
N -2.590 -2.743 -11.389
C -3.942 -2.647 -10.931
C -4.184 -2.750 -9.464
C -4.391 -1.433 -10.174
C 4.471 -3.370 -10.047
C 2.011 -2.393 -6.843
C 0.906 -1.725 -6.161
O 0.513 -0.571 -6.218
H -1.194 -3.756 -7.336
H -1.687 -4.948 -6.131
H -2.896 -4.196 -7.176
H -2.995 -3.174 -4.934
H -1.816 -1.256 -7.004
H -3.505 -1.797 -6.953
H -2.839 -0.808 -5.648
H -1.008 -1.638 -4.292
H -0.939 -3.357 -3.909
H 1.128 -4.465 -4.788
H 3.400 -5.239 -5.954
H 2.374 -5.573 -7.361
H 2.201 -5.230 -9.907
H 1.641 -3.616 -9.390
H 3.395 -4.225 -11.792
H 2.257 -1.647 -10.640
H 3.427 -1.638 -11.962
H 1.170 -2.761 -14.489
H 2.392 -1.523 -14.175
H 2.772 -3.238 -13.949
H -0.638 -1.806 -13.814
H -0.703 -3.532 -13.594
H -1.821 -2.810 -10.733
H -4.651 -3.101 -11.608
H -5.048 -3.302 -9.123
H -3.314 -2.830 -8.826
H -3.654 -0.661 -10.000
H -5.401 -1.084 -10.331
H 4.751 -2.337 -9.823
H 5.366 -3.922 -10.334
H 2.688 -1.907 -7.525
*
```

Its highest occupied orbital energy is -0.31266 Ha. As for the lowest unoccupied orbital energy: 0.392 eV. As for the SMILES: CC(C)Cn1[nH]c(CC(=O)N2CC(CN(C)C(=O)CC(=O)NC3CC3)C2)cc1=O. The value obtained for the orbital gap is 8.90 eV. The value obtained for the molar mass is 405.5 g/mol.

Version 2
This record from the OMol25 dataset describes a single C20H31N5O4 molecule. The level of theory is ωB97M-V/def2-TZVPD.

The geometry in ORCA input format:
```
! wB97M-V def2-TZVPD RIJCOSX def2/J DEFGRID3
* xyz 0 1
C -2.974 0.829 0.064
C -2.221 -0.094 1.016
C -2.213 -1.536 0.519
C -2.795 0.001 2.443
N -1.773 0.215 3.457
N -0.728 -0.724 3.492
C 0.403 -0.044 3.910
C 1.661 -0.807 4.186
C 2.841 0.047 3.751
O 3.463 0.745 4.529
N 3.123 0.012 2.429
C 2.321 -0.389 1.262
C 3.220 0.530 0.394
C 2.535 1.574 -0.474
N 2.293 1.114 -1.839
C 3.306 1.394 -2.847
C 1.171 0.399 -2.096
O 0.368 0.140 -1.202
C 1.004 -0.051 -3.535
C -0.202 -0.887 -3.962
O -0.154 -1.457 -5.036
N -1.272 -0.909 -3.140
C -2.400 -1.740 -3.438
C -3.758 -1.237 -3.054
C -3.353 -1.294 -4.500
C 3.865 1.041 1.704
C 0.178 1.282 3.948
C -1.215 1.499 3.578
O -1.830 2.522 3.349
H -4.019 0.521 -0.038
H -2.957 1.856 0.432
H -2.520 0.817 -0.928
H -1.185 0.254 1.058
H -3.234 -1.912 0.409
H -1.717 -1.623 -0.448
H -1.685 -2.188 1.218
H -3.461 0.857 2.543
H -3.364 -0.896 2.702
H -0.968 -1.555 4.022
H 1.771 -1.005 5.252
H 1.640 -1.756 3.646
H 2.357 -1.455 1.036
H 1.281 -0.061 1.305
H 3.930 -0.041 -0.205
H 1.585 1.869 -0.028
H 3.161 2.465 -0.540
H 3.628 0.491 -3.365
H 2.955 2.114 -3.589
H 4.176 1.816 -2.351
H 1.017 0.825 -4.190
H 1.874 -0.640 -3.829
H -1.121 -0.556 -2.203
H -2.216 -2.805 -3.362
H -4.474 -1.957 -2.685
H -3.811 -0.263 -2.587
H -3.121 -0.361 -4.993
H -3.786 -2.054 -5.134
H 3.560 2.050 1.998
H 4.948 0.960 1.782
H 0.893 2.058 4.163
*
```

Its highest occupied orbital energy is -0.31873 Ha. As for the lowest unoccupied orbital energy: 0.358 eV. As for the SMILES: CC(C)Cn1[nH]c(CC(=O)N2CC(CN(C)C(=O)CC(=O)NC3CC3)C2)cc1=O. The value obtained for the orbital gap is 9.03 eV. The value obtained for the molar mass is 405.5 g/mol.

version 2 is favored, and the nearest alternative lies 12.5 kJ/mol above it.